Record 1
The following is a quantum chemistry calculation of a cluster of 2 separate species, C3H2BrCl in total, from the Open Molecules 2025 dataset.

Atoms and positions in Å:
C  -0.8604  -2.4273  -0.0361
C  -0.6736  -3.2550  0.8240
C  -1.0252  0.1255  -0.2749
Cl  -1.3037  0.1298  1.3984
Br  -0.5516  -4.4369  2.2938
H  -1.7559  0.6695  -0.8951
H  -0.0265  0.0312  -0.6831

Values from the calculation:
orbital gap (spin up / spin down)	0.27573 / 0.24938	hartree
net charge	0
multiplicity	1
LUMO energy (spin up / spin down)	-1.783 / -2.354	eV

Here are the Löwdin charges for atoms 1 to 6, given in e: -0.1159, -0.8058, -0.3786, 0.6324, 0.6078, 0.0418

Record 2
The following is a quantum chemistry calculation of a cluster of 3 separate species, C31H42O8S2Si in total, from the Open Molecules 2025 dataset.

Atoms and positions in Å:
C  -2.0275  -4.9504  -1.2670
C  -2.9271  -4.6445  -2.6349
O  -4.2863  -4.6967  -2.5620
O  -2.2335  -4.3733  -3.9054
C  -2.0584  -2.9292  -4.1466
C  -0.4339  -2.5317  -4.1228
C  0.4063  -3.1544  -5.3855
C  1.4298  -2.0876  -6.1201
C  2.2035  -1.1389  -5.0158
C  1.7852  0.4494  -4.9577
C  2.5401  1.3816  -3.8144
C  3.6443  0.6586  -2.8142
C  4.0433  -0.9633  -2.9011
C  3.3014  -1.8843  -4.0396
C  5.1450  -1.5711  -1.7992
O  6.0866  -2.4826  -2.1290
C  4.9469  -0.9821  -0.2464
C  5.0934  -1.8888  1.1139
C  4.8098  -1.1374  2.5712
C  4.3887  0.4736  2.6383
Si  4.0343  1.1679  4.4393
C  2.6598  -0.0347  5.1629
C  5.6036  1.2470  5.5525
C  3.1208  2.8958  4.2563
C  4.2742  1.4255  1.2779
C  4.5625  0.6436  -0.1644
C  4.4254  1.4974  -1.5960
O  4.9369  2.7259  -1.7522
H  -1.1117  -5.6246  -1.5672
H  -1.7406  -3.9085  -0.8175
H  -2.6245  -5.5390  -0.4444
H  -2.5099  -2.7158  -5.2290
H  -2.5897  -2.2435  -3.3273
H  -0.4062  -1.3569  -4.0426
H  -0.0304  -2.9445  -3.0791
H  -0.3837  -3.4686  -6.2220
H  0.9435  -4.1625  -5.0483
H  2.2422  -2.6999  -6.7438
H  0.8059  -1.3487  -6.8193
H  0.9527  0.8851  -5.6937
H  2.2593  2.5355  -3.6970
H  3.5220  -3.0460  -4.1260
H  5.3566  -3.0337  1.0591
H  4.8863  -1.7665  3.5775
H  1.8334  -0.0795  4.3048
H  2.2027  0.3753  6.1595
H  3.0952  -1.1382  5.2572
H  6.0746  2.3149  5.6789
H  5.2811  0.8174  6.6173
H  6.4070  0.5060  5.1341
H  2.0186  2.6050  3.9022
H  2.9837  3.4481  5.2838
H  3.5662  3.5578  3.4002
H  3.9894  2.5795  1.3394
O  0.2341  1.1620  4.6074
S  -0.4273  0.5460  3.4764
O  0.2944  -0.2145  2.4758
C  -1.7800  -0.4427  4.0832
C  -2.9552  0.5220  4.1381
C  -2.8834  1.3362  2.8472
C  -1.4329  1.7797  2.6649
H  -1.5261  -0.8664  5.0564
H  -1.9608  -1.2428  3.3592
H  -3.9071  -0.0091  4.2309
H  -2.8535  1.1893  5.0023
H  -3.1857  0.7066  2.0016
H  -3.5591  2.1968  2.8735
H  -1.1587  1.8342  1.6083
H  -1.2448  2.7421  3.1487
O  -3.8240  3.2962  0.4299
S  -4.9014  2.3493  0.2334
O  -5.0103  1.1272  1.0049
C  -6.4491  3.2275  0.3283
C  -6.7070  3.6892  -1.0982
C  -6.3464  2.5017  -1.9895
C  -5.0032  1.9570  -1.5066
H  -6.3681  4.0520  1.0387
H  -7.2157  2.5198  0.6579
H  -7.7462  4.0011  -1.2381
H  -6.0614  4.5421  -1.3396
H  -7.1155  1.7259  -1.8923
H  -6.3001  2.7873  -3.0451
H  -4.9370  0.8742  -1.6393
H  -4.1671  2.4464  -2.0137

Values from the calculation:
SMILES	CC(=O)OCCCCc1ccc2c(c1)C(=O)c1ccc([Si](C)(C)C)cc1C2=O.O=S1(=O)CCCC1.O=S1(=O)CCCC1
orbital gap	0.26194	hartree
net charge	0
multiplicity	1
LUMO energy	-1.313	eV

Here are the Löwdin charges for atoms 1 to 6, given in e: -0.0220, -0.2764, -0.0384, -0.1323, -0.1865, -0.1722

Record 3
The following is a quantum chemistry calculation of a structure of composition C24H31AuFN2O4P2Si, from the Open Molecules 2025 dataset.

Atoms and positions in Å:
Au  0.1579  -0.4216  -0.1163
C  3.5850  0.6674  -0.5694
P  2.4184  -0.6080  -0.0371
C  2.8088  -2.0570  -1.0481
C  2.8665  -1.0440  1.6743
C  4.2073  -0.9826  2.0505
C  4.5864  -1.3003  3.3447
C  3.6294  -1.6806  4.2748
C  2.2966  -1.7591  3.9045
C  1.9003  -1.4538  2.6057
P  0.1676  -1.6236  2.0701
C  -0.3080  -3.3497  2.3747
C  -0.8301  -0.6766  3.2520
H  4.5297  0.2113  -0.8665
H  3.7650  1.3654  0.2461
H  3.1678  1.2028  -1.4231
H  3.8345  -2.3631  -0.8352
H  2.7121  -1.8044  -2.1044
H  2.1305  -2.8778  -0.8190
H  4.9647  -0.6773  1.3396
H  5.6282  -1.2445  3.6289
H  3.9231  -1.9204  5.2875
H  1.5603  -2.0717  4.6352
H  -0.3626  -3.5762  3.4404
H  0.4104  -4.0190  1.9021
H  -1.2873  -3.5140  1.9225
H  -0.6242  -0.9847  4.2776
H  -1.8817  -0.8623  3.0285
H  -0.6384  0.3909  3.1501
F  -5.6117  2.4635  0.1385
C  -5.3443  1.1624  0.2619
C  -4.7980  0.4678  -0.7362
N  -4.5260  -0.8804  -0.6340
C  -3.6489  -1.4982  -1.6072
C  -2.1856  -1.1478  -1.3911
O  -1.3371  -1.4910  -2.1939
O  -1.9350  -0.5346  -0.2817
C  -4.7451  -1.5687  0.5464
O  -4.3984  -2.7168  0.7182
N  -5.3793  -0.8344  1.5281
C  -5.6682  0.5302  1.5401
O  -6.1197  1.0807  2.5115
H  -4.5618  0.9349  -1.6821
H  -3.9467  -1.2299  -2.6201
H  -3.7372  -2.5783  -1.5042
H  -5.5780  -1.3374  2.3825
C  -1.6490  2.3952  -0.8362
Si  0.1361  1.8748  -0.9357
C  1.1476  2.8173  0.3361
C  0.8568  2.0242  -2.6449
C  1.0875  3.3030  -3.1623
C  1.6483  3.4715  -4.4188
C  1.9859  2.3611  -5.1805
C  1.7499  1.0851  -4.6897
C  1.1879  0.9198  -3.4321
H  -1.6765  3.4834  -0.7304
H  -2.1794  1.9592  0.0089
H  -2.1803  2.1273  -1.7490
H  0.7792  3.8443  0.3916
H  2.1953  2.8656  0.0475
H  1.0801  2.3982  1.3417
H  0.8311  4.1840  -2.5834
H  1.8202  4.4671  -4.8052
H  2.4241  2.4916  -6.1609
H  1.9915  0.2197  -5.2924
H  0.9664  -0.0803  -3.0714

Values from the calculation:
orbital gap	0.28084	hartree
net charge	+1
multiplicity	1
LUMO energy	-3.491	eV

Here are the Löwdin charges for atoms 1 to 6, given in e: 0.7833, -0.2187, 0.7726, -0.2083, -0.3625, -0.0767

Energy above the lowest of the compared OMol25 structures with the same formula, charge and spin? In order: 4.4640; 23.4492; 1.0566 eV.